# 1
{
  "formula": "C4H11N2O",
  "method": "ωB97M-V with the def2-TZVPD basis set",
  "elements": ["O", "N", "N", "C", "C", "C", "C", "H", "H", "H", "H", "H", "H", "H", "H", "H", "H", "H"],
  "xyz": [[0.66, 0.44, -1.42], [2.49, 0.24, 0.52], [-1.04, 0.04, -0.05], [1.14, -0.02, 0.94], [-2.02, -0.08, -1.18], [0.24, 0.07, -0.31], [-1.62, -0.59, 1.16], [0.66, 0.60, 1.63], [-2.43, 0.93, -1.31], [-2.46, -1.21, 0.95], [2.39, 0.41, -0.54], [2.75, 1.17, 0.93], [-1.93, 0.21, 1.87], [1.18, -1.09, 1.35], [-0.90, -1.22, 1.64], [-1.45, -0.38, -2.01], [-2.89, -0.70, -0.78], [3.19, -0.49, 0.70]],
  "lowdin_charge": [-0.071, 0.113, -0.164, -0.205, -0.030, -0.585, -0.074, 0.061, 0.088, 0.053, 0.151, 0.143, 0.101, 0.097, 0.061, 0.060, 0.087, 0.112],
  "gap_ev": [2.83, 8.92],
  "e_homo_ha": [-0.0931, -0.3137],
  "fmax_ha_per_bohr": 0.1074,
  "multiplicity": 2,
  "molar_mass_g_mol": 103.14,
  "relative_energy_kj_mol": 311.3,
  "total_charge": 0
}

# 2
{
  "formula": "C36H32HgN4O2S4Te",
  "method": "ωB97M-V with the def2-TZVPD basis set",
  "elements": ["Hg", "Te", "S", "S", "S", "S", "O", "O", "N", "N", "N", "N", "C", "C", "C", "C", "C", "C", "C", "C", "C", "C", "C", "C", "C", "C", "C", "C", "C", "C", "C", "C", "C", "C", "C", "C", "C", "C", "C", "C", "C", "C", "C", "C", "C", "C", "C", "C", "H", "H", "H", "H", "H", "H", "H", "H", "H", "H", "H", "H", "H", "H", "H", "H", "H", "H", "H", "H", "H", "H", "H", "H", "H", "H", "H", "H", "H", "H", "H", "H"],
  "xyz": [[0.82, -0.07, -0.27], [-2.60, 1.95, 0.18], [-0.88, -2.14, -0.70], [5.50, -0.20, -2.01], [3.06, -1.24, -0.58], [7.27, 2.08, -2.72], [0.65, -1.39, 1.75], [-0.48, 3.61, -1.80], [4.12, 1.24, -0.45], [5.16, 2.02, -0.94], [-0.26, 1.67, -0.58], [-0.50, -1.99, 1.96], [-5.19, 4.01, -0.74], [-6.55, 3.85, 1.34], [-3.93, 1.03, 3.21], [0.10, 2.53, -1.52], [-4.50, 2.54, 1.24], [6.34, 5.39, 0.14], [3.58, 1.81, -3.97], [-5.99, 2.42, 3.16], [-0.80, 2.84, 2.58], [-4.83, 2.02, 2.50], [-6.86, 3.35, 2.59], [2.35, 3.17, -2.41], [5.20, 3.35, -0.41], [-8.11, 3.78, 3.32], [-1.66, 3.27, 1.56], [-1.31, -2.40, 0.93], [4.03, 5.13, 0.72], [-1.40, 5.56, 2.31], [-2.85, -3.28, 2.61], [-0.27, 3.79, 3.45], [1.43, 1.09, -3.15], [4.03, 3.86, 0.16], [-0.84, -2.19, 3.26], [4.14, 0.04, -0.93], [6.36, 4.12, -0.42], [5.18, 5.90, 0.71], [-2.00, -2.83, 3.62], [-0.56, 5.14, 3.33], [2.55, 0.88, -3.95], [6.01, 1.44, -1.82], [-0.37, 1.40, 2.76], [-1.94, 4.63, 1.44], [-2.50, -3.06, 1.30], [3.48, 2.96, -3.19], [1.32, 2.24, -2.37], [-5.39, 3.45, 0.66], [-5.54, 3.29, -1.49], [-0.13, 5.86, 4.02], [-4.47, 0.50, 3.99], [-0.13, -1.80, 3.96], [-7.21, 4.58, 0.88], [-3.08, 1.54, 3.66], [5.18, 6.89, 1.15], [-1.04, 0.72, 2.24], [3.12, 5.50, 1.15], [-3.78, -3.79, 2.85], [-1.62, 6.62, 2.18], [-0.34, 1.13, 3.82], [0.63, 1.25, 2.35], [7.27, 3.73, -0.85], [0.40, 3.46, 4.25], [4.47, 1.63, -4.57], [-2.22, -2.97, 4.66], [-8.77, 2.93, 3.51], [7.25, 5.98, 0.13], [-6.23, 2.00, 4.13], [0.61, 0.38, -3.16], [4.29, 3.68, -3.20], [-2.58, 4.96, 0.63], [3.14, 3.25, 0.16], [-8.67, 4.52, 2.74], [-4.14, 4.18, -0.96], [-7.87, 4.22, 4.29], [2.62, -0.02, -4.55], [2.24, 4.08, -1.83], [-3.52, 0.30, 2.50], [-3.14, -3.37, 0.49], [-5.75, 4.94, -0.87]],
  "lowdin_charge": [0.804, 1.404, 0.530, 0.940, 0.479, 0.503, -0.285, -0.094, 0.023, -0.137, -0.326, -0.233, -0.102, -0.046, -0.084, -0.728, -0.357, -0.101, -0.137, -0.044, -0.304, -0.297, -0.299, -0.054, -0.191, -0.076, -0.414, -0.709, -0.074, -0.110, -0.108, -0.074, -0.089, -0.027, -0.054, -1.131, -0.056, -0.110, -0.096, -0.119, -0.106, -1.113, -0.111, -0.125, -0.119, -0.105, -0.194, -0.313, 0.077, 0.084, 0.066, 0.127, 0.099, 0.073, 0.091, 0.007, 0.106, 0.094, 0.088, 0.077, 0.063, 0.031, 0.101, 0.088, 0.091, 0.068, 0.093, 0.105, 0.099, 0.099, 0.087, 0.102, 0.062, 0.027, 0.069, 0.097, 0.109, 0.035, 0.091, 0.063],
  "gap_ev": 6.06,
  "e_homo_ha": -0.0722,
  "fmax_ha_per_bohr": 0.0096,
  "molar_mass_g_mol": 1009.14,
  "total_charge": -2
}

# 3
{
  "formula": "C9H27ClI2OP3Pt",
  "method": "ωB97M-V with the def2-TZVPD basis set",
  "elements": ["Pt", "I", "I", "Cl", "P", "P", "P", "O", "C", "C", "C", "C", "C", "C", "C", "C", "C", "H", "H", "H", "H", "H", "H", "H", "H", "H", "H", "H", "H", "H", "H", "H", "H", "H", "H", "H", "H", "H", "H", "H", "H", "H", "H", "H"],
  "xyz": [[0.56, -1.05, -0.13], [-0.28, 0.61, 1.95], [-1.58, 1.16, -0.81], [1.77, -2.74, -1.08], [2.12, 0.53, -0.78], [-1.93, 4.31, 1.63], [-1.31, -2.29, 0.36], [-0.50, 3.86, 1.54], [-3.23, 3.07, 1.92], [-2.10, 5.52, 2.96], [2.37, 0.53, -2.58], [-2.79, -1.63, 1.17], [-1.92, -2.99, -1.19], [-0.68, -3.62, 1.39], [-2.56, 5.00, 0.07], [1.83, 2.27, -0.38], [3.71, 0.10, -0.02], [-1.67, 5.22, -0.52], [-2.62, -3.80, -0.95], [1.18, 2.74, -1.12], [-3.15, 5.89, 0.25], [2.42, -0.51, -2.93], [-3.15, 4.23, -0.43], [1.52, 1.05, -3.04], [3.30, 1.06, -2.84], [3.64, 0.22, 1.07], [-3.42, -2.51, 1.39], [4.51, 0.75, -0.40], [-1.48, -4.36, 1.55], [-0.36, -3.20, 2.35], [-3.34, -0.93, 0.53], [-3.54, 2.62, 0.96], [-4.09, 3.59, 2.37], [-3.16, 5.61, 3.23], [2.77, 2.83, -0.31], [-1.68, 6.49, 2.65], [3.94, -0.95, -0.26], [-2.42, -2.20, -1.75], [0.19, -4.07, 0.90], [-2.87, 2.27, 2.58], [-2.57, -1.11, 2.11], [-1.07, -3.37, -1.78], [1.34, 2.35, 0.59], [-1.52, 5.16, 3.82]],
  "lowdin_charge": [0.280, 0.605, 0.526, 0.168, 0.592, 0.663, 0.551, -0.167, -0.182, -0.126, -0.212, -0.293, -0.210, -0.217, -0.083, -0.296, -0.217, 0.079, 0.093, 0.036, 0.097, 0.044, 0.060, 0.063, 0.092, 0.070, 0.089, 0.091, 0.094, 0.070, 0.021, 0.015, 0.098, 0.086, 0.088, 0.089, 0.044, 0.059, 0.041, 0.035, -0.001, 0.048, -0.065, 0.085],
  "gap_ev": [7.33, 5.08],
  "e_homo_ha": [-0.6805, -0.7046],
  "fmax_ha_per_bohr": 0.1015,
  "multiplicity": 5,
  "molar_mass_g_mol": 728.58,
  "relative_energy_kj_mol": 0.0,
  "total_charge": 3
}

# 4
{
  "formula": "C2H3BeFO",
  "method": "ωB97M-V with the def2-TZVPD basis set",
  "elements": ["F", "O", "C", "C", "Be", "H", "H", "H"],
  "xyz": [[-1.42, -0.29, -0.43], [0.25, 0.25, 1.30], [0.72, -0.36, 0.26], [-0.14, 0.13, -0.81], [-1.18, -0.35, 1.47], [1.81, -0.36, 0.10], [0.10, -0.30, -1.79], [-0.13, 1.28, -0.09]],
  "lowdin_charge": [0.041, 0.016, 0.106, 0.004, 1.123, 0.211, 0.184, 0.315],
  "gap_ev": 9.91,
  "e_homo_ha": -0.8687,
  "fmax_ha_per_bohr": 0.1179,
  "molar_mass_g_mol": 71.05,
  "relative_energy_kj_mol": 0.0,
  "total_charge": 2
}

# 5
{
  "formula": "C3H15NO4",
  "method": "ωB97M-V with the def2-TZVPD basis set",
  "elements": ["O", "O", "O", "O", "N", "C", "C", "C", "H", "H", "H", "H", "H", "H", "H", "H", "H", "H", "H", "H", "H", "H", "H"],
  "xyz": [[-1.43, -0.10, 1.81], [0.24, -3.35, -3.00], [4.26, -0.54, -2.70], [1.08, -4.52, 3.29], [-1.72, 1.15, -0.71], [-0.89, 3.33, 0.17], [-0.87, 1.84, 0.27], [-1.20, 1.27, 1.65], [0.23, -2.44, -3.36], [-2.21, 1.65, 1.99], [2.01, -4.31, 3.41], [-0.15, -3.82, -3.75], [3.90, -1.29, -3.20], [-0.45, 1.57, 2.37], [-2.67, 1.43, -0.58], [-1.36, 1.07, -1.65], [0.71, -4.51, 4.20], [3.79, -0.40, -1.88], [0.17, 1.50, 0.08], [-1.88, 3.80, 0.30], [-0.57, 3.65, -0.84], [-0.90, -0.72, 1.30], [-0.12, 3.73, 0.84]],
  "lowdin_charge": [-0.102, -0.287, -0.249, -0.097, 0.024, -0.111, -0.506, -0.305, -0.063, 0.130, 0.017, -0.024, -0.010, 0.099, 0.059, 0.025, 0.034, -0.037, 0.111, 0.077, 0.068, 0.076, 0.072],
  "gap_ev": [2.17, 9.11],
  "e_homo_ha": [0.0313, -0.2259],
  "fmax_ha_per_bohr": 0.0510,
  "multiplicity": 2,
  "molar_mass_g_mol": 129.16,
  "relative_energy_kj_mol": 106.1,
  "total_charge": -1
}

# 6
{
  "formula": "C3H3Br2ClO",
  "method": "ωB97M-V with the def2-TZVPD basis set",
  "elements": ["Br", "Br", "Cl", "O", "C", "C", "C", "H", "H", "H"],
  "xyz": [[0.45, -2.26, -0.59], [0.92, -0.59, 2.20], [2.47, 2.05, -0.02], [1.18, 1.25, -2.24], [0.09, -0.71, 0.50], [-1.36, -0.31, 0.38], [1.48, 1.35, -1.10], [-2.05, -1.11, 0.16], [-1.60, 0.27, 1.33], [-1.59, 0.06, -0.62]],
  "lowdin_charge": [0.622, 0.635, 0.748, 0.049, -1.218, -0.270, -0.769, 0.045, 0.085, 0.074],
  "gap_ev": [7.57, 8.11],
  "e_homo_ha": [-0.2954, -0.3035],
  "fmax_ha_per_bohr": 0.0837,
  "molar_mass_g_mol": 250.32,
  "relative_energy_kj_mol": 391.1,
  "total_charge": 0
}

# 7
{
  "formula": "C4H13NO3",
  "method": "ωB97M-V with the def2-TZVPD basis set",
  "elements": ["O", "O", "O", "N", "C", "C", "C", "C", "H", "H", "H", "H", "H", "H", "H", "H", "H", "H", "H", "H", "H"],
  "xyz": [[1.30, -2.77, 0.36], [-2.81, 0.28, 2.20], [-0.21, 2.75, -1.71], [0.84, -0.16, 1.10], [0.96, -0.45, -0.37], [-0.02, 0.50, -1.15], [0.20, 1.84, -0.58], [0.37, -1.97, -0.43], [0.37, -2.28, -1.50], [-0.55, -1.96, 0.01], [1.43, -0.79, 1.62], [-0.98, 0.12, -1.24], [-1.06, 3.31, -1.51], [0.98, -3.62, 0.26], [-0.25, 2.29, 0.31], [-0.08, -0.54, 1.47], [0.43, 0.35, -2.16], [1.32, 1.95, -0.55], [1.88, -0.46, -0.77], [-2.78, 1.31, 2.34], [-1.90, -0.07, 2.48]],
  "lowdin_charge": [-0.058, -0.138, -0.166, 0.030, -0.290, -0.165, -0.229, -0.169, 0.129, 0.072, 0.050, 0.087, 0.123, 0.029, 0.117, 0.077, 0.139, 0.132, 0.097, 0.096, 0.037],
  "gap_ev": 9.78,
  "e_homo_ha": -0.3386,
  "fmax_ha_per_bohr": 0.1640,
  "smiles": "N[C@@H](CO)CCO.O",
  "molar_mass_g_mol": 123.15,
  "relative_energy_kj_mol": 352.5,
  "total_charge": 0
}

# 8
{
  "formula": "CH3INP",
  "method": "ωB97M-V with the def2-TZVPD basis set",
  "elements": ["I", "P", "N", "C", "H", "H", "H"],
  "xyz": [[3.01, -0.28, -0.02], [-1.39, -2.36, 0.01], [-1.29, -0.84, -0.20], [-1.31, 0.42, -0.05], [3.56, -1.26, 1.07], [-2.24, 0.86, -0.37], [-0.58, 1.04, 0.34]],
  "lowdin_charge": [0.392, 0.669, -0.615, -0.154, -0.388, 0.062, 0.034],
  "gap_ev": 6.96,
  "e_homo_ha": -0.2663,
  "fmax_ha_per_bohr": 0.0489,
  "molar_mass_g_mol": 186.92,
  "relative_energy_kj_mol": 144.0,
  "total_charge": 0
}